11
Properties=species:S:1:pos:R:3:forces:R:3 method="wB97M-V/def2-TZVPD" total_charge=0 total_energy_ev=-8772.983 multiplicity=1 e_lumo_ev=0.96 homo_lumo_gap_ev=11.68
H 1.943 -0.704 -0.567 -0.2 0.1 -0.1
C -0.047 0.240 -0.622 0.2 -0.1 0.1
H -2.828 -0.120 1.106 0.0 0.0 0.0
H 1.328 -0.029 1.939 0.0 0.0 0.1
C 1.202 -0.201 -1.185 0.1 -0.2 -0.1
O -1.393 0.296 -1.153 -0.1 0.0 0.0
C -1.199 0.071 0.187 -0.2 -0.1 0.4
H 0.632 -0.241 2.103 0.1 0.0 0.0
H 1.265 -0.365 -2.258 0.0 0.0 0.1
O 0.915 1.179 -0.801 -0.1 0.2 0.0
N -1.818 -0.124 1.252 0.2 0.1 -0.5